Entry from the OMol25 dataset: a 9-piece molecular cluster, C48H113O34P7 overall in a non-equilibrium geometry (ωB97M-V with the def2-TZVPD basis set).

The geometry in ORCA input format:
```
! wB97M-V def2-TZVPD RIJCOSX def2/J DEFGRID3
* xyz 0 1
C 0.5306 2.1626 -1.6879
C -0.1351 0.8059 -1.5808
O 0.8245 -0.2346 -1.6056
P 0.7169 -1.4475 -0.4839
O -0.6368 -2.0049 -0.3968
O 1.8376 -2.5453 -1.0025
C 1.7259 -3.2347 -2.1675
C 1.1289 -4.5850 -2.1489
O 1.4186 -0.7873 0.8386
C 2.5712 -0.0904 0.6265
C 2.3973 0.9290 1.6813
H -0.1809 2.9582 -1.4670
H 1.3190 2.2463 -0.9399
H 0.9568 2.4893 -2.6364
H -0.6369 0.8124 -0.6131
H -0.9325 0.5698 -2.2854
H 1.3841 -2.5968 -2.9826
H 2.6737 -3.3630 -2.6902
H 0.1937 -4.4851 -1.5980
H 1.0165 -4.9049 -3.1849
H 1.7418 -5.2432 -1.5330
H 3.4440 -0.7326 0.7440
H 2.6952 0.2656 -0.3962
H 1.5550 1.5939 1.4903
H 2.3360 0.3060 2.5736
H 3.3146 1.5056 1.8005
C 8.2620 8.8141 0.9146
C 8.3536 8.2913 -0.4845
O 7.4279 7.2848 -0.5916
P 6.2383 7.3175 -1.6995
O 6.6090 7.8387 -3.0392
O 5.7087 5.7519 -1.7417
C 5.8219 4.7813 -0.7475
C 4.4693 4.5618 -0.0091
O 5.1169 8.0882 -0.9284
C 4.9858 9.4687 -0.8550
C 3.5335 9.8389 -0.5826
H 7.2374 8.8088 1.2864
H 8.7462 8.1196 1.6010
H 8.6622 9.8040 1.1337
H 8.1662 9.0670 -1.2269
H 9.3438 7.9341 -0.7675
H 6.1804 3.8845 -1.2529
H 6.5420 5.1034 0.0047
H 4.3228 5.2382 0.8330
H 3.5845 4.6101 -0.6438
H 4.4219 3.5736 0.4485
H 5.6490 9.9111 -0.1116
H 5.1792 9.9086 -1.8333
H 3.4252 10.8092 -1.0673
H 2.8213 9.0999 -0.9495
H 3.4419 10.2097 0.4383
C -7.3432 -3.3488 5.0798
C -5.9666 -2.9520 4.4094
O -4.9658 -3.9115 4.9162
P -4.3421 -5.2487 4.2131
O -3.0472 -5.7421 4.8386
O -4.2726 -4.9546 2.6167
C -3.3624 -5.4967 1.7474
C -2.8591 -4.3683 0.8192
O -5.7013 -6.1773 4.3786
C -6.0423 -7.4107 3.7133
C -6.7091 -7.1039 2.3284
H -7.9068 -2.4159 5.0855
H -7.8540 -4.2114 4.6519
H -7.1923 -3.7490 6.0823
H -5.8643 -2.7161 3.3502
H -5.8270 -2.0023 4.9259
H -2.5602 -5.8199 2.4109
H -3.9011 -6.2968 1.2397
H -3.6221 -3.9352 0.1723
H -2.3190 -3.5921 1.3612
H -2.1802 -4.6193 0.0042
H -5.1618 -8.0431 3.5995
H -6.7922 -8.0712 4.1487
H -6.6864 -8.0643 1.8134
H -7.7646 -6.8468 2.2391
H -6.1458 -6.4623 1.6508
C 2.7267 -1.6390 -5.6967
C 1.4103 -0.9735 -6.0064
O 1.6906 0.2477 -6.5705
P 0.4499 1.3583 -6.4697
O -0.3338 1.3726 -5.2143
O 1.2254 2.6970 -6.8973
C 0.9707 4.0248 -6.6528
C 0.0838 4.4955 -5.4171
O -0.3902 0.9987 -7.7705
C -1.4169 1.7659 -8.1766
C -2.3883 1.0909 -9.2226
H 3.3765 -1.9203 -6.5254
H 3.2700 -0.9673 -5.0322
H 2.6731 -2.5400 -5.0856
H 0.7279 -1.5369 -6.6429
H 0.8471 -0.9305 -5.0742
H 1.9969 4.3366 -6.4580
H 0.5748 4.4900 -7.5555
H -0.9150 4.1214 -5.6415
H 0.3998 4.1601 -4.4293
H 0.0599 5.5511 -5.1461
H -2.0598 2.1975 -7.4094
H -1.0363 2.6315 -8.7189
H -2.5316 1.7777 -10.0567
H -2.0584 0.0860 -9.4859
H -3.3864 0.9306 -8.8148
C -3.3937 2.3844 -4.0165
C -3.2095 2.7549 -2.5096
O -4.1528 3.8087 -2.3171
P -3.6068 5.2989 -2.0922
O -4.5333 6.3492 -1.6455
O -2.2925 5.1117 -1.1386
C -1.1954 6.0142 -1.0386
C -0.4263 5.8668 0.2484
O -2.9604 5.6024 -3.5872
C -2.8851 6.8930 -4.0028
C -2.4057 7.0034 -5.3970
H -2.8829 3.0903 -4.6714
H -3.1561 1.3479 -4.2560
H -4.4404 2.2781 -4.3016
H -3.4380 1.9213 -1.8456
H -2.1666 3.0451 -2.3822
H -0.5711 5.9682 -1.9309
H -1.4287 7.0789 -1.0244
H 0.2151 5.0002 0.4086
H 0.3198 6.6324 0.4613
H -1.1574 5.7648 1.0505
H -3.8434 7.4073 -4.0749
H -2.1409 7.4281 -3.4129
H -2.6424 6.1452 -6.0260
H -2.8076 7.9491 -5.7605
H -1.3396 7.2221 -5.4588
C -0.3047 2.4276 4.1796
C -1.1684 1.3187 3.6894
O -2.2240 1.0689 4.7337
P -3.1966 -0.2567 4.7029
O -2.5610 -1.5402 4.8976
O -4.2068 0.1817 5.9552
C -5.0837 1.2448 5.9518
C -4.9742 2.2258 7.1886
O -4.1889 -0.2069 3.4286
C -3.7621 -0.5774 2.1522
C -4.8693 -1.1242 1.2041
H -0.8331 3.3362 3.8905
H 0.0034 2.2689 5.2130
H 0.6414 2.4837 3.6412
H -1.4762 1.5224 2.6639
H -0.6698 0.3580 3.5600
H -4.9591 1.9740 5.1512
H -6.0278 0.8174 5.6141
H -3.9323 2.0156 7.4302
H -5.0746 3.2777 6.9210
H -5.5830 1.9145 8.0374
H -3.2757 0.2008 1.5641
H -2.9606 -1.3095 2.2514
H -5.1263 -2.1231 1.5564
H -5.7488 -0.4815 1.1663
H -4.5412 -1.1861 0.1665
C 3.3750 -8.9507 4.8463
C 1.9194 -8.5584 4.9129
O 1.9332 -7.1197 4.5608
P 0.5861 -6.3943 4.1053
O -0.5144 -6.6609 5.1011
O 0.3570 -6.7697 2.4612
C 1.1181 -6.1579 1.5122
C 1.8873 -7.2861 0.8143
O 1.0975 -4.8073 4.1617
C 0.2313 -3.7627 3.6713
C 0.9562 -2.4482 3.7256
H 3.5691 -10.0232 4.8277
H 3.9785 -8.5063 4.0549
H 3.9904 -8.4717 5.6079
H 1.5713 -9.1106 4.0400
H 1.3514 -8.8934 5.7808
H 0.5099 -5.5610 0.8327
H 1.8079 -5.4614 1.9889
H 1.1947 -8.0075 0.3806
H 2.5638 -7.0620 -0.0105
H 2.4856 -7.8538 1.5269
H -0.0580 -3.9422 2.6359
H -0.6865 -3.6968 4.2556
H 1.5367 -2.3781 4.6455
H 1.8128 -2.4650 3.0517
H 0.4185 -1.5502 3.4212
O 5.3351 1.2971 -0.4057
C 6.2903 1.0726 0.3190
O 7.0347 -0.0437 0.2869
C 7.7414 -0.1767 1.5298
C 7.7494 1.3103 1.9432
O 6.7135 1.8298 1.3092
H 7.3086 -0.9020 2.2189
H 8.8017 -0.4269 1.4941
H 8.6716 1.8857 1.8623
H 7.4412 1.3088 2.9887
O -1.0147 -6.8390 -2.8574
C -1.5412 -7.5321 -2.0368
O -0.8277 -8.5488 -1.3744
C -1.5848 -8.8759 -0.2131
C -2.9545 -8.3995 -0.5725
O -2.7284 -7.3535 -1.4755
H -1.6619 -9.9604 -0.1365
H -1.0983 -8.5204 0.6953
H -3.5730 -7.9898 0.2261
H -3.5382 -9.2089 -1.0110
*
```

Output
E: -6844.786362 Ha
SMILES string: CCOP(=O)(OCC)OCC.CCOP(=O)(OCC)OCC.CCOP(=O)(OCC)OCC.CCOP(=O)(OCC)OCC.CCOP(=O)(OCC)OCC.CCOP(=O)(OCC)OCC.CCOP(=O)(OCC)OCC.O=C1OCCO1.O=C1OCCO1
orbital gap: 9.9 eV
relative energy (zero: lowest compared OMol25 entry of this formula, charge and spin): 1068.8 kJ/mol
max |F|: 5.895 eV/A